Entry 1:
{"formula": "C9H15N2O2", "method": "ωB97M-V/def2-TZVPD", "elements": ["C", "C", "C", "C", "C", "C", "N", "C", "O", "N", "O", "C", "C", "H", "H", "H", "H", "H", "H", "H", "H", "H", "H", "H", "H", "H", "H", "H"], "xyz": [[0.939539, -1.491595, 0.815204], [1.051896, -0.318145, 1.350541], [2.425160, 0.225246, 1.826560], [-0.090293, 0.462731, 1.632356], [-1.266196, 0.896326, 1.452580], [-2.569522, 1.009542, 0.661805], [-2.343838, 0.969777, -0.756401], [-1.254260, 0.658785, -1.382039], [-1.114494, 0.521087, -2.638737], [0.302672, 0.345489, -3.120547], [1.029664, -0.337430, -2.249122], [0.994270, -1.838792, -2.309079], [-0.556464, 1.458857, 2.646368], [0.039539, -1.912378, 0.513525], [1.822221, -2.190165, 0.564949], [2.303594, 1.225734, 2.180688], [3.219346, 0.070247, 1.031114], [2.796539, -0.446511, 2.517645], [-3.300066, 0.262743, 1.225022], [-2.897741, 2.060972, 0.882379], [-3.162497, 0.955581, -1.303605], [-0.314518, 0.457655, -0.764693], [0.147506, -0.073491, -3.974181], [1.494931, -2.109515, -3.212037], [-0.041390, -2.204069, -2.196573], [1.458532, -2.138424, -1.416631], [-0.247532, 2.446551, 2.517825], [-0.866598, 1.033195, 3.505085]], "forces_ev_per_angstrom": [[2.5123, -2.9313, -1.3902], [2.4735, 1.2862, 0.7964], [-0.6815, -0.5790, -2.9772], [0.9194, -0.0785, 0.2804], [-2.6321, 0.3715, -1.4745], [0.8935, 0.8130, 3.7919], [-0.2624, -1.3236, -0.9800], [3.1256, -0.6822, 1.8452], [-1.6229, -0.2084, -0.2982], [1.2109, 2.4608, 2.5668], [0.1251, -1.2425, 0.0967], [-1.7396, 1.5600, -0.2492], [-0.2362, -0.3242, -2.8324], [-1.8131, -0.5693, -0.2771], [-1.1855, 1.4089, 0.8056], [0.4558, 0.5360, 0.2220], [-1.1386, 0.8961, 0.4543], [0.4857, -0.9971, 2.2072], [1.0905, 1.2616, -2.1437], [-0.2209, -1.0756, -0.1570], [-1.2729, 0.3633, -0.8983], [-1.3317, 0.4573, -0.6857], [-0.6709, -1.8410, -2.2479], [0.1967, -0.5035, -0.4525], [0.2785, 0.2499, -0.6113], [1.1168, -0.2936, 0.6995], [0.6076, 1.5579, 0.6032], [-0.6835, -0.5726, 3.3062]], "mulliken_charge": [-1.36, 1.02, -1.46, 0.37, -0.12, -0.56, -0.02, 0.08, -0.31, -0.08, -0.18, -0.47, -0.92, 0.53, 0.41, 0.39, 0.33, 0.41, 0.32, 0.37, 0.28, 0.41, 0.28, 0.33, 0.31, 0.10, 0.28, 0.29], "spin_multiplicity": 1, "homo_lumo_gap_ev": 8.979, "charge": 1, "fmax_ev_per_a": 4.10, "smiles": "C=C(C)C1=C(C/[NH+]=C/ONOC)C1", "total_energy_ha": -611.39771}

Entry 2:
{"formula": "C9H15N2O2", "method": "ωB97M-V/def2-TZVPD", "elements": ["C", "C", "C", "C", "C", "C", "C", "C", "C", "N", "N", "O", "O", "H", "H", "H", "H", "H", "H", "H", "H", "H", "H", "H", "H", "H", "H", "H"], "xyz": [[-2.576147, 0.941173, 0.561194], [1.681522, 1.909300, 2.367548], [-2.800278, -0.506691, 0.322006], [1.421500, 1.362687, -0.810595], [0.317030, 0.477375, -1.578037], [2.016957, 0.583209, 0.302862], [0.436450, -0.016432, 1.996959], [-0.875877, 0.285434, -0.694254], [-1.631043, -1.959465, -1.314854], [-1.671530, -0.764323, -0.583557], [1.423778, 0.795682, 1.680884], [-3.228364, 1.702033, 1.179881], [-1.403482, 1.343566, -0.075505], [1.092232, 2.097858, 3.173823], [2.541062, 2.524236, 2.083603], [-2.702497, -1.021465, 1.324543], [-3.790620, -1.071412, -0.032017], [2.147783, 1.697379, -1.535299], [0.992671, 2.360255, -0.501209], [-0.103838, 1.015017, -2.511426], [0.678808, -0.438443, -1.870882], [1.902398, -0.577036, 0.050139], [3.131022, 0.743502, 0.390834], [-0.001906, 0.218984, 2.877969], [0.421296, -1.000114, 1.719035], [-1.103711, -1.891425, -2.269057], [-1.101457, -2.649217, -0.686071], [-2.691530, -2.339810, -1.415701]], "forces_ev_per_angstrom": [[-1.9532, 1.1970, 0.6367], [2.3807, -0.9352, -3.2519], [-0.4700, -2.4887, 0.1632], [-2.2558, 0.9883, -1.0819], [-1.3185, 3.7653, 0.5962], [2.1358, -2.8453, 1.3130], [-0.4303, 0.2857, -1.2026], [-1.2765, -0.3548, 0.1389], [-0.5474, -2.0609, -0.4446], [0.0269, 2.0316, 0.2712], [0.7434, 1.8180, -1.1740], [0.2313, 0.0038, 0.0269], [0.6923, -0.3332, -0.3522], [-1.3003, 0.5194, 2.2345], [-0.6278, -0.2529, 0.0033], [0.5854, 0.4601, -0.8326], [1.8345, 2.2687, 0.2153], [0.4538, -0.4617, -0.2772], [0.0991, -1.2295, 0.0587], [0.7285, -0.6436, 1.3561], [1.0554, -2.0864, -0.6730], [0.3116, 2.4096, 0.8446], [-1.2043, 0.0366, -0.0333], [-1.4729, 0.4857, 2.6476], [0.3527, -2.2117, -1.0340], [-0.3513, 0.1756, 0.1019], [0.2511, -0.9554, 0.0431], [1.3260, 0.4140, -0.2938]], "mulliken_charge": [0.41, -0.42, -0.29, -0.62, -0.96, -0.81, -1.08, 0.72, -0.94, 0.08, 0.21, -0.45, -0.27, 0.28, 0.24, 0.28, 0.38, 0.42, 0.45, 0.35, 0.51, 0.32, 0.34, 0.40, 0.41, 0.37, 0.38, 0.29], "spin_multiplicity": 1, "homo_lumo_gap_ev": [6.145, 6.146], "charge": 1, "fmax_ev_per_a": 4.14, "total_energy_ha": -611.55108}

Entry 3:
{"formula": "C9H15N2O2", "method": "ωB97M-V/def2-TZVPD", "elements": ["C", "C", "C", "C", "C", "C", "C", "N", "O", "C", "C", "N", "O", "H", "H", "H", "H", "H", "H", "H", "H", "H", "H", "H", "H", "H", "H", "H"], "xyz": [[1.432974, 2.219617, 0.582588], [0.912591, 0.829744, 0.608976], [0.205321, 0.351621, 1.589700], [-0.315603, -1.041753, 1.707159], [0.541819, -1.984428, 0.791306], [0.603763, -1.348577, -0.619398], [1.129127, 0.057587, -0.771204], [0.549804, 0.953109, -1.756214], [1.225508, 1.874647, -2.180825], [-0.823827, 0.673358, -2.131485], [-1.882421, 0.674160, -1.062460], [-2.715463, -0.255260, -1.182782], [-3.794200, -0.205958, -0.364528], [1.151045, 2.985906, -0.148043], [2.463900, 2.208598, 0.695610], [1.235400, 2.726520, 1.455225], [0.212808, 1.051896, 2.470683], [-1.427285, -0.917434, 1.372393], [-0.167515, -1.362882, 2.668877], [1.600521, -2.024878, 1.188990], [0.200672, -2.947870, 0.562173], [1.091283, -2.055686, -1.164748], [-0.427615, -1.394198, -1.132922], [2.149935, 0.108915, -0.827870], [-0.902480, -0.378440, -2.640557], [-0.970528, 1.454788, -3.003731], [-1.968148, 1.432294, -0.376940], [-4.037941, -1.116941, -0.406202]], "forces_ev_per_angstrom": [[-0.2576, 0.0977, -0.5420], [-0.4447, 1.7095, -2.9542], [0.3040, -0.0499, 2.2387], [-1.0097, 0.3686, -3.2567], [0.8192, 3.5092, -0.2656], [-3.5018, 0.5182, -0.2560], [-1.1658, 0.0186, 2.8528], [2.1353, -0.1206, 0.3100], [-2.2101, -2.0668, 0.6106], [-1.1671, 0.7717, -4.0178], [0.5570, -0.6599, -1.5554], [0.2121, -0.7925, -0.5666], [0.7237, 0.8724, 0.2886], [-0.0567, -0.7151, -0.4809], [2.4028, -0.1161, -0.7002], [-1.2362, 0.8557, 2.3997], [-0.4823, -1.0233, -0.6875], [1.6881, -0.9920, 0.8456], [-0.4943, -0.7014, 2.5568], [-1.1934, -0.1091, -0.2269], [-0.7690, -1.4676, 0.5248], [2.1332, -1.4589, -2.0331], [1.2866, -0.0830, 1.4170], [2.6789, 0.1520, -0.9414], [0.5575, 1.9365, 0.8327], [-0.2496, -1.3762, 1.8210], [-0.1787, 1.9313, 1.6253], [-1.0812, -1.0090, 0.1608]], "mulliken_charge": [-2.15, 0.77, -0.50, -0.60, -0.91, -0.80, -0.04, 0.77, -0.32, -0.88, -0.20, -0.25, -0.34, 0.35, 0.47, 0.58, 0.35, 0.16, 0.50, 0.30, 0.48, 0.50, 0.20, 0.71, 0.45, 0.39, 0.63, 0.40], "spin_multiplicity": 1, "homo_lumo_gap_ev": 7.105, "charge": 1, "fmax_ev_per_a": 4.25, "smiles": "CC1=CCCC[C@H]1[N+](=O)C/C=N/O", "total_energy_ha": -611.43834}

Entry 4:
{"formula": "C9H15N3", "method": "ωB97M-V/def2-TZVPD", "elements": ["C", "C", "C", "C", "C", "C", "C", "C", "C", "N", "N", "N", "H", "H", "H", "H", "H", "H", "H", "H", "H", "H", "H", "H", "H", "H", "H"], "xyz": [[-0.757685, 1.410443, -1.615048], [-0.593526, -0.966701, -2.161366], [-1.114883, 0.267027, -2.292411], [-0.058707, 0.022388, 0.525722], [-1.044377, -2.080334, -3.111411], [-0.509470, 2.011354, 2.017294], [0.102652, -0.130107, 3.104645], [2.232525, -0.557715, -0.170343], [0.346005, 0.763974, 1.806527], [-0.527525, 2.463915, -1.192092], [0.342762, -1.347930, -1.276986], [0.791870, -0.538134, -0.307941], [-1.815886, 0.339949, -3.136059], [-1.110929, -0.107240, 0.412622], [-1.979619, -2.588041, -3.018520], [-0.212425, -2.774054, -2.816850], [-1.019623, -1.792359, -4.106877], [-0.325290, 2.557967, 2.946134], [-1.571725, 1.796762, 2.020294], [-0.316377, 2.867424, 1.261827], [-0.933943, -0.533100, 2.996619], [0.174268, 0.522781, 4.004242], [0.829392, -0.921196, 3.019429], [2.545279, -1.094563, -1.092239], [2.687935, 0.440050, -0.182686], [2.422679, -1.048799, 0.730490], [1.416622, 1.016239, 1.634984]], "forces_ev_per_angstrom": [[-0.0085, 1.6042, -0.2739], [-0.3793, -0.4175, 0.9446], [-1.5579, -0.2455, -1.7029], [2.1809, 0.2867, 1.2997], [2.6166, -0.8057, 2.6498], [0.5853, 2.6163, -1.4024], [-0.4147, 0.8594, -1.7672], [0.2308, 0.6762, -1.9345], [0.1007, -0.0224, -0.1254], [0.1654, -0.1326, 0.3136], [0.3031, -1.8452, -1.6601], [-3.1453, 1.3603, 1.3467], [0.2460, 0.5351, 0.5781], [-0.4823, -0.3867, -0.6514], [-0.7784, 0.0506, 0.9775], [-0.9308, -0.2173, -1.1856], [0.5639, 0.7166, -1.9146], [0.2968, -0.6584, 0.3336], [-0.2271, -0.2129, -0.2163], [-0.4443, -1.7897, 0.7245], [0.8066, 0.1630, 0.3994], [0.1554, -0.7882, -0.6388], [0.1003, -0.5032, 0.7637], [0.1168, 0.1646, 1.0466], [-0.3988, -0.1184, 0.0932], [0.9135, -0.9344, 1.2622], [-0.6147, 0.0451, 0.7400]], "mulliken_charge": [0.26, 1.01, -0.74, -0.45, -1.16, -1.55, -1.26, -1.09, 0.56, -0.59, -1.08, 0.81, 0.32, 0.58, 0.26, 0.35, 0.34, 0.44, 0.35, 0.32, 0.33, 0.40, 0.32, 0.33, 0.36, 0.39, 0.19], "spin_multiplicity": 1, "homo_lumo_gap_ev": [7.523, 7.524], "fmax_ev_per_a": 3.81, "total_energy_ha": -516.07009}

Entry 5:
{"formula": "C9H15N3O", "method": "ωB97M-V/def2-TZVPD", "elements": ["C", "C", "C", "C", "C", "C", "C", "C", "C", "N", "N", "N", "O", "H", "H", "H", "H", "H", "H", "H", "H", "H", "H", "H", "H", "H", "H", "H"], "xyz": [[3.530379, -0.575916, -1.091902], [2.517182, 0.504246, 0.439703], [-1.440824, -1.871237, 0.861954], [0.288618, 0.246233, -0.714914], [-0.808894, -1.978017, -0.400816], [-0.497294, -2.236512, 1.941733], [-1.901572, 2.400841, -1.459974], [-1.772354, 1.475257, -0.242391], [-0.359481, 1.338557, 0.179701], [3.705764, 0.074212, 0.118358], [2.310927, -0.722071, -1.418416], [1.576186, 0.054396, -0.582469], [-0.263424, 0.818807, 1.574952], [4.452105, -1.099331, -1.437099], [2.085233, 0.998686, 1.302430], [0.008495, -2.698772, -0.336776], [-1.591405, -2.109127, -1.229602], [-0.337529, -0.780903, -0.889708], [-0.072244, -3.104624, 1.541997], [0.459889, -1.563229, 1.890053], [-0.959231, -2.275789, 2.934291], [-1.851525, 3.397222, -1.175163], [-2.846935, 2.356845, -1.938692], [-0.951411, 2.268904, -2.069202], [-2.033138, 0.439760, -0.449620], [-2.350390, 1.912673, 0.526875], [0.223154, 2.189903, 0.338732], [-1.120268, 0.538979, 1.785963]], "forces_ev_per_angstrom": [[1.5770, -1.2062, 1.7422], [-0.2680, -0.9873, -1.5300], [-0.1325, 1.1799, 0.1140], [-0.6133, 1.6418, 0.1377], [-2.2913, -1.2860, -0.0057], [0.7884, 2.3543, -0.0205], [2.2518, -1.4859, -0.1328], [0.0769, 0.4031, -1.3819], [0.6521, -3.2980, 1.9242], [-1.1995, 1.8498, 1.2370], [-1.0420, -0.5048, -2.6190], [2.9223, 0.4324, 2.1404], [1.6886, 1.1685, -1.3510], [-1.3892, 0.4456, -0.5108], [0.5886, 0.0514, 0.0033], [0.4514, 0.0785, -1.0012], [1.5546, 0.2649, 0.6850], [-0.3386, -0.0139, -0.6910], [0.6225, -2.2593, 0.3442], [-1.7029, -0.6886, 0.4434], [0.5870, -0.2030, -0.1948], [0.2764, 2.0273, 1.0108], [-0.5507, -0.7253, -0.9980], [-1.6239, -0.1098, -0.1446], [-0.9162, 0.1509, 0.0000], [-0.7551, 0.0262, 1.1185], [0.8782, 1.7543, -1.0062], [-2.0925, -1.0609, 0.6866]], "mulliken_charge": [-0.03, 0.06, -0.02, -0.43, -0.77, -1.08, -1.36, -0.41, -0.46, -0.57, -1.00, 0.87, -0.59, 0.36, 0.45, 0.34, 0.34, 0.50, 0.55, 0.19, 0.25, 0.41, 0.39, 0.24, 0.18, 0.57, 0.71, 0.30], "spin_multiplicity": 1, "homo_lumo_gap_ev": [5.618, 5.919], "fmax_ev_per_a": 3.87, "total_energy_ha": -591.11570}

Entry 6:
{"formula": "C9H15N3O2S", "method": "ωB97M-V/def2-TZVPD", "elements": ["C", "C", "N", "C", "S", "C", "C", "N", "O", "C", "C", "O", "N", "C", "C", "H", "H", "H", "H", "H", "H", "H", "H", "H", "H", "H", "H", "H", "H", "H"], "xyz": [[-3.343615, -1.111784, 0.630104], [-2.745280, -0.938762, -0.764629], [-1.762002, 0.097919, -0.754877], [-0.527644, -0.113884, -0.711906], [0.164944, -1.789891, -0.677482], [1.943944, -1.441252, -0.788225], [2.647146, -1.173572, 0.550996], [1.844827, -0.949800, 1.607594], [3.852747, -1.141830, 0.602234], [2.156502, -0.262521, -1.728493], [1.630953, 1.007011, -1.094880], [2.289959, 2.016284, -1.016827], [0.346655, 0.949930, -0.604977], [-0.216546, 2.176032, -0.037847], [-0.378194, 2.048877, 1.470110], [-2.583960, -1.463518, 1.324766], [-3.734472, -0.162321, 0.986907], [-4.150335, -1.838285, 0.598012], [-3.526718, -0.620226, -1.459733], [-2.324046, -1.895154, -1.107234], [2.386047, -2.345650, -1.215651], [0.849324, -1.090950, 1.551372], [2.268150, -0.801515, 2.508366], [3.222785, -0.121996, -1.914682], [1.648212, -0.440868, -2.680219], [0.480838, 2.978952, -0.279905], [-1.180508, 2.358233, -0.514387], [-1.074150, 1.248461, 1.710845], [-0.768097, 2.978757, 1.873588], [0.582523, 1.843323, 1.937071]], "forces_ev_per_angstrom": [[0.0626, 0.0018, -0.2891], [-0.1085, -0.3840, 0.1277], [0.0591, 0.5617, 0.0545], [0.0231, -1.0564, -0.3150], [-0.1733, 0.1346, -0.1631], [-0.2723, -0.0801, -0.0052], [-0.3549, -0.1880, -0.1258], [-0.1923, 0.0390, 0.4715], [0.4840, 0.0035, -0.1149], [0.2961, 0.1105, -0.0308], [0.1754, -0.2484, -0.2854], [0.2299, 0.0733, -0.0463], [0.0658, 0.7003, 0.1945], [-0.0556, 0.4405, 0.1623], [0.0443, 0.0311, -0.2439], [0.0516, -0.0269, 0.1062], [-0.0415, 0.0641, 0.0634], [-0.1066, -0.0895, 0.0732], [0.0413, -0.1971, 0.0113], [-0.2118, 0.0305, -0.0855], [-0.0192, 0.1320, 0.0911], [0.1344, -0.0112, -0.0007], [0.0592, 0.0234, -0.0551], [-0.1329, 0.0574, 0.0564], [0.0295, -0.0237, 0.0720], [-0.1737, -0.1415, -0.0011], [0.1654, 0.0356, 0.0285], [-0.0842, -0.0712, 0.0863], [-0.0691, 0.0854, 0.1030], [0.0741, -0.0069, 0.0602]], "mulliken_charge": [-1.01, -0.58, -0.37, 0.33, -0.27, 0.09, 0.38, -0.23, -0.64, -1.11, 0.78, -0.63, 0.17, -0.74, -1.01, 0.22, 0.31, 0.40, 0.35, 0.34, 0.43, 0.10, 0.26, 0.35, 0.36, 0.45, 0.36, 0.22, 0.40, 0.28], "spin_multiplicity": 1, "homo_lumo_gap_ev": 9.740, "fmax_ev_per_a": 1.10, "smiles": "CC/N=C1\\S[C@H](C(N)=O)CC(=O)N1CC", "total_energy_ha": -1064.92179}

Calculated values (kcal per mole) of relative energy (zero: lowest compared OMol25 entry of this formula, charge and spin) for the records, taken in order: 189.1, 92.9, 163.6, 82.6, 184.1, 0.0.